DFT (ωB97M-V/def2-TZVPD) results for a cluster of 2 separate species, C7H14O2Si in total in a non-equilibrium geometry.

Last column: Mulliken charge in e.
Cartesian coordinates (Å):
C (-0.45, 0.28, -1.77)  -1.1423
Si (-0.53, 0.79, 0.08)  0.3971
C (-1.28, 2.54, 0.48)  -1.0807
C (-1.55, -0.59, 0.99)  -1.1086
C (1.27, 0.86, 0.78)  -0.4977
C (1.87, 1.93, 0.44)  0.3628
O (2.49, 2.75, -0.07)  -0.4085
H (0.13, 0.94, -2.31)  0.4450
H (0.20, -0.55, -1.88)  0.3484
H (-1.50, 0.14, -2.05)  0.2962
H (-0.64, 3.28, 0.10)  0.4011
H (-2.21, 2.75, -0.17)  0.2974
H (-1.45, 2.59, 1.59)  0.2658
H (-1.31, -0.47, 2.11)  0.2622
H (-2.54, -0.51, 0.74)  0.4409
H (-1.42, -1.64, 0.56)  0.3093
H (1.21, 0.67, 1.83)  0.3765
C (2.19, -1.91, 0.19)  -0.9592
C (3.02, -0.81, -0.32)  0.3004
O (3.99, -0.40, 0.28)  -0.5098
H (1.84, -2.70, -0.48)  0.3247
H (1.26, -1.65, 0.78)  0.0856
H (2.72, -2.57, 0.80)  0.4545
H (2.67, -0.51, -1.28)  0.3390

## Properties
E ... -715.0218 hartree
E_LUMO ... 0.68 eV
Highest occupied orbital energy ... -9.179 eV
Gap between HOMO and LUMO ... 9.9 eV
Max |F| ... 3.67 eV/A
Energy above the lowest of the compared OMol25 structures with the same formula, charge and spin ... 84.1 kcal/mol

DFT (ωB97M-V/def2-TZVPD) results for an isolated molecule of C5H9NO in a non-equilibrium geometry.

Last column: Mulliken charge in e.
Cartesian coordinates (Å):
C (-1.18, 2.94, 0.68)  -0.6601
C (-0.07, 0.91, 0.49)  -0.6974
N (-1.21, 1.53, 0.32)  0.1448
O (-0.22, -0.29, -0.05)  -0.2536
C (0.93, -1.08, 0.03)  0.0419
C (1.23, -1.88, -1.18)  -0.5589
C (0.68, -2.53, 0.07)  -0.5549
H (-0.24, 3.12, 1.26)  0.3077
H (-1.20, 3.54, -0.22)  0.2486
H (-2.04, 3.10, 1.30)  0.2843
H (-2.02, 1.10, -0.16)  0.2342
H (1.73, -0.62, 0.61)  0.5274
H (0.54, -1.78, -2.02)  0.2360
H (2.27, -2.03, -1.43)  0.2356
H (-0.36, -2.85, 0.02)  0.2263
H (1.34, -3.13, 0.67)  0.2380

## Properties
E ... -325.8098 hartree
E_LUMO ... 1.18 eV
Highest occupied orbital energy ... -8.694 eV
Gap between HOMO and LUMO ... 9.9 eV
Max |F| ... 1.00 eV/A
Energy above the lowest of the compared OMol25 structures with the same formula, charge and spin ... 80.2 kcal/mol

DFT (ωB97M-V/def2-TZVPD) results for a cluster of 2 separate species, C5H17N2O in total in a non-equilibrium geometry.

Last column: Mulliken charge in e.
Cartesian coordinates (Å):
C (-2.11, 1.55, 0.61)  -1.5589
C (-0.84, 0.75, 0.50)  0.5366
C (0.09, 1.28, -0.58)  -1.0901
C (1.41, 0.53, -0.78)  -0.7414
C (1.37, -0.57, -1.82)  -0.7270
N (1.14, -1.89, -1.21)  -0.6107
N (-1.20, -0.70, 0.13)  -0.1337
H (-2.57, 1.47, 1.59)  0.4018
H (-1.95, 2.61, 0.48)  0.3738
H (-2.84, 1.36, -0.16)  0.4318
H (-0.32, 0.69, 1.44)  0.2248
H (-0.48, 1.31, -1.48)  0.4461
H (0.31, 2.32, -0.34)  0.4418
H (2.21, 1.26, -0.94)  0.3824
H (1.81, 0.10, 0.15)  0.3742
H (2.21, -0.55, -2.49)  0.3987
H (0.52, -0.33, -2.48)  0.2978
H (1.29, -1.82, -0.22)  0.0445
H (1.82, -2.57, -1.52)  0.3252
H (-0.49, -1.12, -0.48)  0.3517
H (-1.27, -1.24, 1.00)  0.3731
H (-2.11, -0.78, -0.32)  0.4410
H (1.10, -1.83, 2.79)  0.3000
H (0.53, -0.64, 3.47)  0.3099
O (0.38, -1.18, 2.69)  -0.5934

## Properties
E ... -385.2229 hartree
E_LUMO ... -2.81 eV
Highest occupied orbital energy ... -13.504 eV
Gap between HOMO and LUMO ... 10.7 eV
Max |F| ... 1.26 eV/A
Energy above the lowest of the compared OMol25 structures with the same formula, charge and spin ... 11.2 kcal/mol
Charge ... +1

DFT (ωB97M-V/def2-TZVPD) results for a cluster of 2 separate species, C7H7NO3 in total in a non-equilibrium geometry.

Last column: Mulliken charge in e.
Cartesian coordinates (Å):
C (3.66, -0.14, -0.44)  -0.2498
C (2.44, -0.80, -0.67)  -0.4403
C (3.48, 0.59, 0.68)  -0.3985
C (1.60, -0.21, 0.21)  0.2401
C (-1.94, 0.89, -0.10)  -0.1567
C (-1.50, -0.32, 0.09)  0.1154
C (-3.51, 1.02, 0.02)  -1.0495
N (-1.57, -1.65, 0.22)  0.7970
O (-1.74, -2.27, -0.86)  -0.5189
O (-1.21, -2.11, 1.33)  -0.5003
O (2.22, 0.58, 1.03)  -0.2756
H (4.63, -0.50, -1.00)  0.2585
H (2.05, -1.22, -1.53)  0.3984
H (4.02, 1.35, 1.14)  0.4100
H (-1.32, 1.77, -0.20)  0.4048
H (-3.66, 2.08, 0.02)  0.3237
H (-3.75, 0.43, 0.88)  0.3346
H (-3.90, 0.50, -0.83)  0.3072

## Properties
E ... -551.0257 hartree
E_LUMO (alpha / beta) ... -1.95 / -1.34 eV
Highest occupied orbital energy (alpha / beta) ... -9.284 / -8.950 eV
Gap between HOMO and LUMO (alpha / beta) ... 7.3 / 7.6 eV
Max |F| ... 4.07 eV/A
Energy above the lowest of the compared OMol25 structures with the same formula, charge and spin ... 263.4 kcal/mol